(1)
Here is a single C4H8O2 molecule from OMol25. Energies are from ωB97M-V/def2-TZVPD.

Results
**Energy relative to the best compared isomer or geometry (same formula, charge and spin)**: 25.1 kcal per mole
**Gap between HOMO and LUMO**: 10.8 eV
**SMILES**: CC(=O)CCO
**Total charge**: 0
**HOMO level**: -9.87 eV
**Total energy**: -8372.1924 eV

Last column: Löwdin charge in e.
Positions of all 14 atoms, in Å:
C1 0.407 -0.689 -1.688  -0.0057
C2 -0.512 -0.556 -0.499  -0.4649
O1 -1.078 -1.521 -0.016  0.0585
C3 -0.666 0.807 0.155  -0.0959
C4 0.238 0.759 1.424  -0.2316
O2 0.954 -0.460 1.498  -0.0753
H1 -0.209 -0.592 -2.591  0.0936
H2 1.182 0.087 -1.708  0.0872
H3 0.864 -1.682 -1.683  0.0912
H4 -0.381 1.625 -0.519  0.1113
H5 -1.718 0.928 0.427  0.1176
H6 -0.366 0.915 2.329  0.1160
H7 0.991 1.552 1.381  0.1171
H8 0.294 -1.174 1.492  0.0809

---

(2)
Here is 3 unconnected molecules or ions with the total composition C36H62Cl2F5N4O4 from OMol25. Energies are from ωB97M-V/def2-TZVPD.

Results
**Gap between HOMO and LUMO**: 9.4 eV
**Total charge**: +1
**HOMO level**: -12.12 eV
**Total energy**: -91110.5376 eV

Last column: Löwdin charge in e.
Positions of all 113 atoms, in Å:
C1 7.474 1.428 0.557  -0.1022
C2 6.828 2.820 0.672  -0.2464
C3 5.437 2.932 0.021  -0.2326
C4 5.296 4.134 -0.896  -0.2174
C5 3.858 4.495 -1.222  -0.2176
C6 3.070 3.314 -1.791  -0.2038
C7 1.612 3.698 -2.119  -0.1760
C8 0.622 2.754 -1.431  -0.2055
C9 -0.675 3.426 -0.953  -0.1779
C10 -1.326 2.601 0.173  -0.1975
C11 -2.014 1.381 -0.436  -0.1687
C12 -2.478 0.251 0.495  -0.5614
Cl1 -4.052 -0.259 -0.277  0.8932
C13 -2.932 0.433 1.962  -0.2357
C14 -2.103 1.234 2.975  -0.1640
C15 -3.031 2.155 3.790  -0.2368
C16 -2.254 2.704 4.995  -0.5798
Cl2 -2.716 1.881 6.503  0.5765
C17 -3.130 -1.077 2.389  -0.1373
C18 -4.613 -1.314 2.732  -0.1634
O1 -4.776 -2.194 3.836  -0.1132
N1 -4.743 -1.440 5.039  -0.0097
O2 -4.511 -2.115 5.949  0.1086
C19 -2.251 -1.983 1.425  -0.1644
C20 -1.274 -2.687 2.404  -0.1311
C21 -1.894 -3.730 3.326  -0.1725
C22 -0.759 -4.304 4.211  -0.2226
C23 0.209 -5.199 3.433  -0.0852
C24 -2.794 -3.083 0.483  -0.3276
F1 -2.794 -2.640 -0.816  0.0611
F2 -1.930 -4.130 0.458  0.1282
C25 -4.235 -3.699 0.679  -0.4882
F3 -5.177 -2.890 0.148  0.1222
F4 -4.236 -4.848 -0.057  0.1628
F5 -4.517 -4.019 1.944  0.1885
N2 -1.550 -0.914 0.612  0.0200
C26 -0.174 -0.493 1.032  -0.0790
C27 0.910 -1.447 0.489  -0.0326
C28 2.090 -0.666 -0.079  -0.4779
O3 2.564 -0.895 -1.176  0.1308
O4 2.580 0.343 0.692  0.1184
H1 7.111 0.926 -0.330  0.0289
H2 7.216 0.814 1.414  0.0629
H3 8.551 1.534 0.522  0.0639
H4 6.705 3.054 1.726  0.0955
H5 7.522 3.546 0.260  0.0969
H6 5.281 2.039 -0.577  0.0695
H7 4.696 2.912 0.819  0.1070
H8 5.843 3.947 -1.817  0.1194
H9 5.764 4.996 -0.420  0.1099
H10 3.339 4.848 -0.331  0.1133
H11 3.828 5.277 -1.976  0.1117
H12 3.581 2.940 -2.673  0.1160
H13 3.109 2.512 -1.059  0.0772
H14 1.504 3.577 -3.190  0.1088
H15 1.422 4.733 -1.860  0.1048
H16 1.072 2.244 -0.581  0.0856
H17 0.373 1.969 -2.145  0.1106
H18 -0.380 4.362 -0.489  0.1153
H19 -1.375 3.614 -1.759  0.1235
H20 -2.071 3.241 0.636  0.1230
H21 -0.528 2.381 0.871  0.0892
H22 -1.311 0.933 -1.145  0.1207
H23 -2.823 1.740 -1.050  0.0915
H24 -3.858 0.979 1.861  0.1198
H25 -1.613 0.613 3.722  0.1131
H26 -1.334 1.870 2.554  0.0930
H27 -3.824 1.539 4.201  0.0832
H28 -3.398 2.975 3.185  0.1190
H29 -1.197 2.510 4.866  0.0624
H30 -2.370 3.770 5.120  0.0743
H31 -2.686 -1.085 3.374  0.1235
H32 -5.010 -0.361 3.066  0.1196
H33 -5.256 -1.628 1.924  0.1010
H34 -0.447 -3.157 1.885  0.1005
H35 -0.815 -1.959 3.064  0.1217
H36 -2.280 -4.578 2.778  0.1104
H37 -2.635 -3.329 4.005  0.1012
H38 -1.253 -4.855 5.001  0.1111
H39 -0.239 -3.451 4.637  0.1065
H40 0.571 -5.991 4.075  0.0764
H41 -0.210 -5.575 2.507  0.0747
H42 1.084 -4.615 3.155  0.0662
H43 -1.357 -1.141 -0.372  0.1750
H44 -0.102 -0.311 2.095  0.1304
H45 0.035 0.462 0.568  0.1045
H46 1.267 -2.133 1.248  0.1277
H47 0.520 -2.004 -0.355  0.1371
H48 2.211 0.313 1.580  0.1143
C29 4.565 -2.930 -3.848  -0.1078
C30 5.489 -2.268 -4.864  -0.2581
C31 6.696 -1.584 -4.213  -0.1813
C32 6.268 -0.530 -3.293  -0.2116
N3 5.931 0.297 -2.572  0.1773
H49 4.136 -2.198 -3.163  0.0536
H50 3.739 -3.430 -4.355  0.0717
H51 5.101 -3.677 -3.259  0.0780
H52 4.925 -1.535 -5.443  0.1115
H53 5.853 -3.019 -5.567  0.1083
H54 7.338 -1.137 -4.972  0.1195
H55 7.292 -2.308 -3.655  0.1222
C33 -6.487 -0.783 -4.560  -0.1068
C34 -5.548 -0.120 -5.562  -0.2559
C35 -4.339 0.546 -4.894  -0.1909
C36 -4.764 1.598 -3.969  -0.2469
N4 -5.110 2.428 -3.251  0.1478
H56 -6.915 -0.052 -3.873  0.0708
H57 -7.313 -1.269 -5.076  0.0758
H58 -5.963 -1.541 -3.973  0.0719
H59 -6.099 0.623 -6.139  0.1151
H60 -5.186 -0.868 -6.269  0.1100
H61 -3.686 0.993 -5.644  0.1191
H62 -3.758 -0.192 -4.338  0.1123

---

Which value of HOMO level does entry 1 give? -9.87 eV